Below is C5H10O2 in the gas phase, with properties calculated with ωB97M-V/def2-TZVPD.

Geometry as XYZ:
```
17
Properties=species:S:1:pos:R:3:forces:R:3
C -0.59394 2.30904 -0.58360 -0.033 0.032 -0.014
C 0.43315 1.20827 -0.77046 -0.023 0.126 -0.182
O 0.45589 0.38415 0.39232 0.009 -0.005 0.077
C 0.38953 -1.00600 0.14819 0.073 -0.213 -0.025
C 0.77308 -1.71546 1.43605 -0.019 -0.023 0.019
C -1.03944 -1.33806 -0.25082 -0.098 -0.181 -0.322
O -1.35919 -1.83954 -1.30145 0.107 0.205 0.488
H -0.37491 2.88917 0.31847 -0.030 -0.080 -0.146
H -0.59220 2.98310 -1.44671 0.021 -0.068 0.128
H -1.59775 1.88181 -0.48542 0.146 0.065 0.000
H 0.19222 0.61710 -1.66530 0.045 0.040 0.175
H 1.43894 1.62869 -0.90833 -0.153 -0.058 -0.006
H 1.05069 -1.30716 -0.67635 -0.041 0.090 0.082
H 0.79548 -2.80179 1.30215 -0.001 0.165 -0.034
H 1.76316 -1.37132 1.74622 -0.125 -0.075 -0.013
H 0.05919 -1.47829 2.23199 0.096 0.009 -0.103
H -1.79392 -1.04372 0.51307 0.026 -0.029 -0.124
```
Forces are in eV/Å.

Calculated values
net charge	0
Kohn-Sham gap	10.623	eV
LUMO	1.045	eV
molecular weight	102.13	g/mol
energy	-9441.3356	eV
HOMO energy	-9.579	eV
SMILES	CCO[C@@H](C)C=O

=====

Below is C12H21N11PtS4 as an isolated structure in a non-equilibrium geometry, with properties calculated with ωB97M-V/def2-TZVPD.

Geometry as XYZ:
```
49
Properties=species:S:1:pos:R:3:forces:R:3
Pt -0.54885 1.09620 -2.28577 0.951 -0.192 -2.007
S -0.77398 4.80276 0.58969 0.078 -0.025 -0.036
C -0.94488 3.46252 -0.43326 0.000 -0.137 0.030
S -1.20273 1.85872 0.13690 -0.280 0.253 0.606
S -0.83528 3.56294 -2.16099 -0.127 -0.425 0.319
N -1.85178 -0.63137 -4.89352 0.134 0.219 -0.052
C -2.75952 -0.04759 -4.01736 0.075 -0.222 -0.082
N -4.06536 -0.10426 -4.18116 -0.053 0.018 0.056
N -4.55710 0.56225 -3.10751 0.019 -0.018 -0.006
N -3.60356 0.97891 -2.35138 -0.021 -0.024 -0.127
N -2.43058 0.60709 -2.91042 -0.142 0.494 0.290
C -0.66140 -1.15508 -4.41929 -0.258 -0.118 -0.078
N -0.01271 -2.16609 -4.98062 0.018 0.013 0.068
N 1.05489 -2.35311 -4.18038 -0.026 0.032 0.026
N 1.03571 -1.50548 -3.20619 0.028 -0.030 0.205
N -0.04844 -0.71690 -3.33315 0.056 0.298 0.477
H -2.27802 -1.16137 -5.63402 -0.023 -0.049 0.038
C 1.55590 -0.12484 4.71651 -0.012 0.070 0.017
C 1.19218 1.31205 4.34271 0.022 -0.079 -0.075
C 0.89634 1.49414 2.85592 0.066 -0.007 0.123
C 2.14347 1.32655 1.99199 -0.139 -0.049 0.018
N 1.90895 1.58043 0.58335 0.219 -0.021 -0.148
C 1.82484 0.76239 -0.46661 0.315 0.306 0.155
S 1.82516 1.52097 -2.03087 -0.853 -0.047 0.168
N 1.81097 -0.56568 -0.39475 -0.034 -0.170 -0.180
C 1.36466 -1.40266 0.71196 -0.048 -0.084 0.011
C 0.37971 -2.45737 0.21398 -0.046 0.078 -0.037
C -0.98017 -1.88002 -0.17628 -0.038 -0.061 0.153
C -1.83569 -1.46672 1.01839 0.067 0.017 -0.056
H 1.74703 -0.22131 5.78761 -0.004 -0.021 0.007
H 2.45039 -0.46632 4.19214 0.003 -0.014 -0.003
H 0.73979 -0.80324 4.45728 0.011 -0.011 -0.014
H 2.00192 1.98795 4.63916 0.004 0.013 0.037
H 0.30923 1.61242 4.91157 0.015 0.036 0.009
H 0.48631 2.48853 2.66611 -0.067 -0.008 -0.043
H 0.11594 0.79958 2.53893 0.007 0.048 -0.017
H 2.60070 0.34466 2.09873 0.009 -0.023 0.014
H 2.88463 2.06062 2.32543 0.064 -0.028 -0.008
H 1.66278 2.53267 0.33988 -0.010 0.000 0.013
H 1.75107 -1.00399 -1.32409 0.038 0.112 0.098
H 0.88031 -0.78608 1.46384 -0.023 0.044 0.023
H 2.22493 -1.89622 1.17910 0.015 0.044 0.025
H 0.25999 -3.20210 1.01000 -0.008 -0.038 -0.030
H 0.81806 -2.96498 -0.64989 0.051 -0.034 0.022
H -1.51780 -2.61863 -0.77623 -0.001 -0.013 -0.014
H -0.83723 -1.00500 -0.81576 -0.022 -0.111 -0.015
H -1.95694 -2.28851 1.73258 -0.016 -0.040 -0.003
H -2.82208 -1.14638 0.68204 0.002 0.028 0.018
H -1.40176 -0.61303 1.54373 -0.016 -0.023 0.006
```
Forces are in eV/Å.

Calculated values
net charge	-2
Kohn-Sham gap	4.661	eV
LUMO	4.335	eV
molecular weight	642.72	g/mol
energy	-75765.7671	eV
HOMO energy	-0.326	eV

=====

Below is a 2-piece molecular cluster, C6H14O2 overall in a non-equilibrium geometry, with properties calculated with ωB97M-V/def2-TZVPD.

Geometry as XYZ:
```
22
Properties=species:S:1:pos:R:3:forces:R:3
C -0.37698 -0.98943 -0.01012 0.247 1.296 -0.654
C 1.85906 0.48220 -0.21473 -0.297 0.819 0.833
C -1.72943 -1.19521 -0.68908 -0.181 0.238 -0.029
C 0.49507 -2.23257 -0.14267 0.577 0.021 0.151
C 0.43971 0.29424 -0.69854 -0.358 -3.401 -2.540
O 0.12590 0.65593 -1.83051 0.204 0.026 1.989
H -0.52549 -0.78009 1.05525 0.074 0.014 -0.061
H 2.55992 0.07218 -0.94428 -0.215 0.013 0.018
H 2.02100 0.02102 0.76021 0.047 -0.059 -0.062
H 2.05369 1.55303 -0.11363 0.156 -0.020 -0.141
H -2.08687 -2.22419 -0.58067 0.142 0.116 0.155
H -2.48981 -0.54397 -0.24592 0.063 0.008 -0.189
H -1.67875 -0.98818 -1.76252 0.086 0.071 0.175
H 1.31058 -2.21913 0.58642 0.037 0.002 -0.156
H -0.07635 -3.14422 0.06033 -0.023 0.214 -0.119
H 0.93719 -2.30137 -1.14080 -0.116 -0.126 0.037
C -0.72640 2.29897 0.72582 -0.202 -2.090 -0.221
O -0.18603 2.41349 2.02326 0.313 0.062 0.257
H 0.73059 2.10278 1.99412 -0.331 0.151 0.058
H -0.13294 2.85431 -0.00358 0.071 -0.330 -0.198
H -1.72063 2.74830 0.71630 -0.010 -0.273 0.174
H -0.80301 1.12192 0.45534 -0.286 3.249 0.524
```
Forces are in eV/Å.

Calculated values
net charge	0
Kohn-Sham gap	10.219	eV
LUMO	0.726	eV
molecular weight	118.18	g/mol
energy	-10542.5646	eV
HOMO energy	-9.493	eV
SMILES	CC(=O)C(C)C.CO

=====

Below is C22H14BBrF2I2N6O3Tc as an isolated structure in a non-equilibrium geometry, with properties calculated with ωB97M-V/def2-TZVPD.

Geometry as XYZ:
```
52
Properties=species:S:1:pos:R:3:forces:R:3
Tc 0.37213 1.82515 -0.62621 -0.234 -0.384 0.020
O 1.67286 2.83706 -1.66441 -0.066 -0.753 -0.895
C 2.41811 2.25860 -2.61921 0.222 -0.983 0.655
C 2.53783 2.94829 -3.83392 0.304 -0.232 0.294
C 3.42656 2.52018 -4.80219 -0.301 -1.051 0.417
C 4.15512 1.33660 -4.58552 0.063 -0.674 -0.370
C 3.92871 0.52175 -3.47238 -0.638 0.652 -0.375
C 3.04539 0.93192 -2.44643 -0.856 2.136 -0.961
C 2.69804 0.09492 -1.34542 -1.611 0.051 1.289
N 1.74704 0.36891 -0.44171 2.166 1.196 -2.488
N 1.72449 -0.32937 0.68075 -0.765 -1.887 1.558
C 0.54379 -0.26947 1.27866 1.494 0.610 -0.829
O -0.45111 0.39313 0.82111 -0.325 0.191 -0.577
C 0.44408 -0.92011 2.57454 -0.676 -0.606 1.517
C -0.56076 -0.49534 3.45360 0.094 -0.575 0.396
C -0.82963 -1.18195 4.64687 -0.057 -0.786 -0.548
C -0.12284 -2.35733 4.94330 0.731 -0.527 -1.065
C 0.97441 -2.75851 4.10723 -0.773 1.132 0.367
C 1.27218 -1.97962 2.96176 0.420 -1.102 0.144
H 1.88150 3.79276 -3.96265 0.082 0.280 -0.059
H 3.41735 2.96509 -5.78214 0.318 0.348 -0.082
H 4.79071 0.95018 -5.39749 -0.285 0.253 0.514
H 4.30540 -0.49545 -3.48764 0.269 0.145 0.262
H 3.14039 -0.89290 -1.27064 0.349 0.154 0.337
H -1.15838 0.35899 3.19228 -0.143 0.212 -0.140
H -1.70929 -0.90590 5.23393 0.471 0.072 -0.006
H -0.45646 -3.06025 5.72188 0.287 0.686 -0.117
H 1.56154 -3.65022 4.39783 -0.347 0.696 -0.418
H 2.13032 -2.23229 2.30353 -0.758 0.096 0.544
O 1.77989 2.53266 1.71091 -1.517 0.395 -0.227
N 0.67495 2.70298 1.12823 1.043 -0.212 0.360
C -0.38223 3.26656 1.70598 0.006 -0.009 1.221
C -1.59958 3.73730 1.17512 -3.482 1.851 -0.943
N -2.63329 4.31668 1.12767 2.949 -1.974 -0.370
C -0.45174 3.61669 3.08645 1.886 2.450 3.630
N -0.39008 4.18079 4.12828 -0.514 -2.282 -3.052
F -3.23839 -1.69648 -3.54179 0.887 -0.314 0.158
B -2.33265 -2.13886 -2.67975 -0.033 0.179 -1.409
F -1.18312 -2.69059 -3.01874 -0.725 0.373 0.233
Br -2.16863 -4.25337 2.26000 0.390 -0.017 -0.312
C -2.67837 -3.01450 0.95599 1.407 1.705 0.002
C -3.60022 -2.01921 1.36650 -0.464 -1.775 -1.516
C -4.18293 -1.26995 0.36827 -1.981 1.943 1.789
C -3.79125 -1.29407 -0.91802 0.875 -1.180 -1.611
N -2.77539 -2.11275 -1.29217 2.062 -0.314 3.485
C -2.02645 -2.82562 -0.27774 -2.955 0.278 -0.973
H -4.04740 -2.06035 2.34773 0.280 0.196 0.203
H -5.05645 -0.62232 0.62399 1.032 -0.456 -0.207
H -4.24488 -0.77150 -1.74155 -0.279 0.250 0.145
H -1.11314 -3.28791 -0.62272 -0.122 -0.250 0.113
I -1.84536 1.85450 -2.12790 -0.265 -0.222 -0.225
I 0.38722 1.27449 -6.34408 0.088 0.032 0.123
```
Forces are in eV/Å.

Calculated values
net charge	0
Kohn-Sham gap (spin up / spin down)	4.358 / 4.427	eV
LUMO (spin up / spin down)	-3.062 / -3.063	eV
molecular weight	890.91	g/mol
energy	-132675.8636	eV
HOMO energy (spin up / spin down)	-7.420 / -7.491	eV
spin multiplicity	4
<S²>	3.773

=====

Below is a 6-piece molecular cluster, C12H40N3O6 overall in a non-equilibrium geometry, with properties calculated with ωB97M-V/def2-TZVPD.

Geometry as XYZ:
```
61
Properties=species:S:1:pos:R:3:forces:R:3
O -25.38947 -21.51460 -13.55080 0.280 0.427 0.297
H -24.51870 -21.81368 -13.23337 -0.059 0.140 0.063
H -26.07072 -21.53222 -12.86258 0.263 0.246 0.229
H -25.73880 -22.09656 -14.36709 -0.948 -1.486 -1.890
O -26.97548 -24.54448 -13.22622 0.467 -0.426 0.614
H -26.11153 -24.84099 -12.88460 -0.212 -0.238 0.104
H -27.36478 -23.89442 -12.62104 -0.406 -0.301 0.032
H -26.77575 -24.05638 -14.16308 0.253 1.275 -2.075
O -26.31392 -23.17432 -15.25156 0.055 0.305 3.021
H -26.99100 -23.01429 -15.91664 -0.219 0.346 0.270
C -27.25384 -26.73907 -16.20775 0.277 0.066 0.072
C -27.33992 -25.88880 -17.49517 0.646 -0.726 1.272
C -28.73079 -25.27888 -17.68789 0.420 -1.207 -0.074
O -29.52581 -26.35205 -18.16590 -0.107 0.563 -0.558
C -30.87010 -25.97709 -18.33820 -0.695 -0.608 0.496
N -26.20469 -24.95552 -17.46799 -0.965 -0.153 0.145
H -27.92831 -27.59374 -16.22852 -0.138 0.123 -0.016
H -27.41965 -26.18629 -15.27598 -0.348 0.228 -0.154
H -26.23634 -27.12256 -16.11102 0.000 -0.097 -0.218
H -27.17084 -26.66064 -18.24780 -0.118 0.484 -0.577
H -28.69383 -24.45935 -18.41436 -0.143 0.116 0.040
H -29.14535 -24.95890 -16.72303 0.091 0.430 0.020
H -31.36780 -26.01455 -17.35999 -0.089 0.341 0.000
H -31.39023 -26.72184 -18.94125 0.297 -0.064 -0.139
H -31.03772 -25.00162 -18.80263 0.336 0.101 0.025
H -26.27628 -24.38444 -16.61857 0.488 -0.530 -0.844
H -26.26080 -24.36153 -18.28360 0.261 0.232 -0.019
C -30.00078 -21.98654 -15.72962 0.570 0.054 -0.248
C -30.69474 -22.59292 -14.51903 -0.041 -0.708 0.468
C -31.70785 -23.68185 -14.88198 0.089 0.395 -0.956
O -32.68086 -23.09007 -15.71815 0.149 0.402 0.531
C -33.74238 -23.95222 -16.03298 -0.100 -0.028 -0.598
N -29.67420 -23.23637 -13.61494 -0.179 0.468 -0.815
H -29.79254 -20.92139 -15.61255 -0.223 0.034 0.096
H -30.52748 -22.11945 -16.67255 -0.272 -0.007 0.171
H -29.01762 -22.44661 -15.86854 -0.066 -0.246 0.014
H -31.15095 -21.79472 -13.93044 -0.488 -0.026 -0.290
H -32.17016 -24.18412 -14.02591 0.058 0.244 0.255
H -31.18297 -24.45157 -15.46276 0.129 -0.136 0.142
H -34.37555 -23.43360 -16.75276 0.013 0.043 0.082
H -34.35490 -24.20386 -15.16217 0.162 -0.164 0.051
H -33.34736 -24.84167 -16.53778 -0.209 -0.200 0.233
H -28.98347 -22.48904 -13.57385 0.055 -0.074 0.689
H -30.15236 -23.34627 -12.72607 0.402 0.127 0.255
C -26.38239 -21.53436 -18.97749 0.368 0.754 1.136
C -25.21862 -20.82577 -18.24808 0.294 -0.843 -0.386
C -25.62697 -19.57331 -17.50017 -0.434 0.002 0.309
O -24.54600 -19.13152 -16.68615 0.142 0.068 -0.475
C -24.94715 -18.13492 -15.76554 -0.316 -0.678 -0.303
N -24.59260 -21.79795 -17.29695 -0.617 1.008 -0.911
H -26.86071 -20.92959 -19.74492 0.144 -0.044 -0.122
H -27.12762 -21.72194 -18.19521 -0.243 -0.236 -0.189
H -26.01950 -22.48216 -19.36105 -0.043 0.019 -0.246
H -24.46064 -20.53180 -18.97934 0.079 -0.109 0.024
H -26.47541 -19.81289 -16.83844 -0.117 -0.052 0.029
H -25.96981 -18.78747 -18.18102 0.143 0.129 -0.025
H -24.07076 -17.75996 -15.24387 0.013 0.055 -0.114
H -25.62661 -18.62517 -15.05430 -0.111 0.396 0.196
H -25.47843 -17.34308 -16.29828 0.056 0.211 0.245
H -24.13880 -21.13324 -16.67661 0.291 -0.653 0.566
H -25.35939 -22.26751 -16.81180 0.617 0.209 0.050
```
Forces are in eV/Å.

Calculated values
net charge	+1
Kohn-Sham gap	6.616	eV
LUMO	-4.759	eV
molecular weight	322.47	g/mol
energy	-29837.3174	eV
HOMO energy	-11.375	eV